(i)
Computed, not measured: a single C6H8O2 molecule, with ωB97M-V with the def2-TZVPD basis set.

Each line ends with the Löwdin charge.
Atoms and positions in Å:
C (1.6084, 1.2029, 0.3232)  -0.017
C (1.2339, -0.0500, 0.6215)  -0.179
C (1.1202, -1.1163, -0.4161)  -0.164
O (-0.0201, -2.0289, -0.1586)  -0.108
C (-1.1688, -1.4108, 0.1985)  -0.137
C (-1.5232, -0.1570, -0.0222)  -0.244
C (-1.3700, 1.2129, -0.4355)  -0.049
O (-2.5733, 0.7267, 0.2498)  0.006
H (1.4206, 2.0670, 0.9745)  0.072
H (1.7118, 1.4136, -0.7396)  0.070
H (0.9136, -0.4128, 1.6770)  0.156
H (1.9106, -1.9155, -0.3481)  0.139
H (1.0021, -0.8418, -1.4676)  0.128
H (-1.8730, -1.9783, 0.8111)  0.137
H (-0.7161, 1.7741, 0.1601)  0.070
H (-1.6768, 1.5144, -1.4280)  0.120

Its orbital gap is 9.370 eV. The SMILES is C=CCO/C=C1\CO1.

---

(ii)
Computed, not measured: a single C6H8O2 molecule, with ωB97M-V with the def2-TZVPD basis set.

Each line ends with the Löwdin charge.
Atoms and positions in Å:
C (2.7387, -0.3235, -0.4217)  0.038
C (1.6341, 0.0669, 0.0652)  -0.264
C (0.7236, 1.1283, 0.6935)  -0.019
C (0.2297, -0.2812, 0.3888)  -0.259
C (-0.7954, -0.4794, -0.6796)  -0.077
C (-2.1896, -0.0318, -0.2821)  -0.487
O (-2.8027, 0.9402, -0.7186)  0.080
O (-2.6613, -0.7552, 0.7574)  0.098
H (3.5398, 0.4006, -0.4120)  0.064
H (2.8842, -1.3389, -0.7917)  0.072
H (0.9624, 1.4357, 1.6966)  0.095
H (0.3368, 1.9090, 0.0287)  0.114
H (0.2189, -1.0004, 1.2184)  0.151
H (-0.5414, 0.1981, -1.5068)  0.135
H (-0.7581, -1.4967, -1.0507)  0.129
H (-3.5198, -0.3717, 1.0146)  0.132

Its orbital gap is 10.771 eV. The SMILES is C=C1C[C@H]1CC(=O)O.

---

(iii)
Computed, not measured: a single C6H8O2 molecule, with ωB97M-V with the def2-TZVPD basis set.

Each line ends with the Löwdin charge.
Atoms and positions in Å:
O (-2.1683, -0.1950, -0.0532)  -0.014
C (-0.8775, -0.4513, -0.6196)  -0.340
C (-0.0575, -1.2233, 0.1858)  -0.155
C (0.7229, -0.2698, 1.0122)  -0.131
C (0.2860, 1.1690, 0.6937)  -0.036
C (-0.0557, 0.8511, -0.8012)  -0.255
O (1.0367, 0.2216, -1.2703)  -0.031
C (1.2751, -0.7333, -0.2891)  -0.203
H (-2.1763, 0.6897, 0.3265)  0.072
H (-1.1651, -0.9915, -1.5214)  0.169
H (-0.3445, -2.2832, 0.3124)  0.175
H (1.2996, -0.4304, 1.9422)  0.152
H (1.0693, 1.8823, 0.7856)  0.110
H (-0.6365, 1.5131, 1.2212)  0.123
H (-0.4035, 1.6799, -1.4097)  0.166
H (2.1953, -1.4290, -0.5152)  0.199

Its orbital gap is 10.034 eV. The SMILES is O[C@@H]1[C@@H]2[C@@H]3C[C@H]1O[C@@H]32.

---

Among the structures shown above, (ii) is the most stable, with the second-best lying 0.970 eV higher.